{
  "formula": "C11H22FeN6O5",
  "method": "ωB97M-V/def2-TZVPD",
  "symbols": ["O", "H", "Fe", "N", "N", "O", "O", "C", "C", "C", "C", "H", "H", "H", "H", "H", "H", "H", "H", "O", "H", "H", "C", "H", "H", "H", "O", "H", "H", "N", "C", "C", "N", "C", "C", "N", "C", "C", "N", "H", "H", "H", "H", "H", "H"],
  "coordinates": [[-5.689, -1.153, -1.839], [-5.333, -2.052, -1.616], [-0.792, -0.348, -0.182], [-0.273, 1.434, -0.176], [-2.509, 0.386, 0.465], [0.920, 2.006, -0.413], [-3.549, -0.217, 0.763], [-1.196, 2.300, 0.355], [-2.448, 1.789, 0.692], [-0.750, 3.711, 0.462], [-3.634, 2.510, 1.222], [-0.378, 4.063, -0.535], [0.090, 3.820, 1.209], [-1.616, 4.358, 0.784], [-4.165, 1.942, 1.984], [-4.335, 2.730, 0.408], [-3.319, 3.438, 1.640], [1.567, 1.149, -0.514], [-4.827, -0.630, -1.817], [1.178, 0.324, 2.352], [1.592, 1.214, 2.407], [1.221, -0.004, 3.283], [-0.869, -0.769, -1.925], [-1.791, -1.471, -1.704], [-1.750, -0.250, -2.346], [-0.304, -1.212, -2.763], [2.939, -0.256, -3.537], [2.684, 0.370, -4.258], [2.332, -0.065, -2.803], [1.596, -3.239, 1.068], [0.341, -3.766, 1.427], [-0.583, -2.848, 1.094], [0.096, -1.726, 0.529], [1.412, -2.001, 0.506], [2.513, -1.186, 0.139], [2.507, 0.015, -0.467], [3.841, 0.467, -0.546], [4.635, -0.520, 0.021], [3.765, -1.503, 0.407], [2.457, -3.742, 1.153], [0.220, -4.761, 1.886], [-1.698, -2.843, 1.228], [4.098, 1.425, -1.012], [5.721, -0.521, 0.131], [4.087, -2.366, 0.838]],
  "s2": 8.96,
  "spin_multiplicity": 6,
  "total_charge": 1,
  "homo_lumo_gap_ev": [7.147, 6.477]
}

---

{
  "formula": "C11H22I2NO3P2V",
  "method": "ωB97M-V/def2-TZVPD",
  "symbols": ["I", "I", "V", "P", "C", "C", "H", "H", "H", "H", "H", "H", "C", "H", "H", "H", "P", "C", "C", "H", "H", "H", "C", "H", "H", "H", "H", "H", "H", "C", "O", "O", "C", "C", "C", "C", "O", "N", "H", "H", "H", "H"],
  "coordinates": [[-2.020, -0.126, -0.116], [2.548, 0.435, -0.412], [0.492, -0.461, 0.777], [-0.087, -2.603, -0.279], [-0.452, -3.803, 1.047], [-1.389, -3.089, -1.489], [-1.236, -4.148, -1.763], [1.250, -4.216, -1.458], [-1.307, -2.462, -2.389], [1.553, -2.546, -2.022], [-1.268, -3.418, 1.671], [-2.388, -2.958, -1.049], [1.410, -3.178, -1.138], [-0.764, -4.745, 0.570], [2.299, -3.100, -0.491], [0.425, -3.949, 1.692], [0.092, 2.368, -0.290], [-0.155, 3.372, 1.217], [1.445, 3.347, -1.070], [-1.331, 2.485, -2.270], [-1.101, 4.096, -1.532], [-2.243, 2.923, -0.798], [-1.287, 3.032, -1.321], [1.728, 2.889, -2.024], [1.086, 4.366, -1.240], [-0.110, 4.433, 0.945], [0.640, 3.136, 1.932], [2.323, 3.372, -0.417], [-1.125, 3.135, 1.664], [-0.277, 0.387, 2.277], [-0.918, 0.907, 3.119], [0.027, -1.703, 3.875], [1.201, -1.764, 3.516], [2.369, -2.237, 4.375], [3.551, -2.283, 3.443], [2.946, -2.025, 2.072], [3.484, -2.312, 1.005], [1.662, -1.509, 2.223], [2.521, -1.559, 5.220], [2.132, -3.220, 4.793], [4.245, -1.450, 3.625], [4.111, -3.227, 3.479]],
  "s2": 2.10,
  "spin_multiplicity": 3,
  "total_charge": 2,
  "homo_lumo_gap_ev": [5.979, 5.366],
  "de_lowest_kcal_mol": 0.00
}

---

{
  "formula": "C11H22N2O3",
  "method": "ωB97M-V/def2-TZVPD",
  "symbols": ["C", "C", "C", "C", "N", "C", "O", "N", "C", "C", "O", "O", "C", "C", "C", "C", "H", "H", "H", "H", "H", "H", "H", "H", "H", "H", "H", "H", "H", "H", "H", "H", "H", "H", "H", "H", "H", "H"],
  "coordinates": [[-0.324, -3.186, -0.253], [-0.996, -2.575, 0.984], [-0.044, -2.144, 2.091], [-1.976, -3.612, 1.563], [-1.857, -1.463, 0.641], [-1.461, -0.335, -0.045], [-2.369, 0.188, -0.664], [-0.182, 0.226, 0.015], [0.401, 1.052, -1.050], [1.631, 0.345, -1.709], [2.086, -0.631, -1.093], [2.029, 0.717, -2.948], [0.670, 2.492, -0.531], [1.871, 2.551, 0.416], [-0.555, 2.966, 0.279], [0.873, 3.482, -1.718], [0.043, -2.403, -0.909], [0.539, -3.850, -0.017], [-1.071, -3.818, -0.798], [0.334, -2.926, 2.746], [-0.597, -1.457, 2.708], [0.865, -1.611, 1.750], [-1.466, -4.572, 1.665], [-2.399, -3.221, 2.504], [-2.791, -3.804, 0.918], [-2.870, -1.594, 0.568], [0.498, -0.401, 0.463], [-0.325, 1.091, -1.852], [2.759, 0.143, -3.173], [1.837, 1.744, 1.165], [2.818, 2.484, -0.164], [1.922, 3.505, 0.933], [-0.450, 4.053, 0.536], [-0.636, 2.428, 1.235], [-1.483, 2.888, -0.316], [1.849, 3.389, -2.173], [0.012, 3.353, -2.431], [0.816, 4.509, -1.333]],
  "spin_multiplicity": 1,
  "smiles": "CC(C)(C)NC(=O)N[C@H](C(=O)O)C(C)(C)C",
  "total_charge": 0,
  "homo_lumo_gap_ev": 9.768,
  "de_lowest_kcal_mol": 19.22
}

---

{
  "formula": "C11H22N2O3S",
  "method": "ωB97M-V/def2-TZVPD",
  "symbols": ["C", "C", "C", "C", "C", "C", "C", "C", "C", "C", "C", "H", "H", "H", "H", "H", "H", "H", "H", "H", "H", "H", "H", "H", "H", "H", "H", "H", "H", "H", "H", "H", "H", "N", "N", "O", "O", "O", "S"],
  "coordinates": [[0.521, 1.456, 1.172], [-0.284, 0.818, -0.068], [1.879, 2.138, 0.625], [1.702, 3.419, -0.211], [3.122, 5.117, 1.851], [-1.420, -1.029, -1.208], [-2.861, -0.321, -1.405], [-1.564, -2.530, -0.963], [-2.188, -3.265, -1.998], [-0.350, -3.122, -0.410], [-0.321, -4.615, 0.404], [1.102, -0.438, 1.787], [1.423, 1.299, 3.134], [-0.168, 2.287, 1.441], [2.617, 1.524, 0.052], [2.346, 2.458, 1.516], [0.657, 4.025, -0.115], [1.730, 3.076, -1.257], [4.412, 5.351, 2.306], [2.695, 3.939, 2.238], [2.337, 6.123, 1.895], [-0.754, -1.088, 0.830], [-1.006, -0.759, -2.200], [-2.166, -2.638, -0.084], [-1.674, -3.520, -3.100], [-3.183, -2.965, -2.275], [-2.141, -4.382, -1.846], [0.447, -3.286, -1.265], [0.173, -2.194, 0.295], [-0.271, -5.529, -0.268], [0.613, -4.725, 1.214], [-1.271, -4.616, 1.067], [-1.835, 1.359, -1.511], [0.556, 0.616, 2.412], [-0.864, -0.355, 0.003], [-0.277, 1.531, -1.019], [-3.976, -0.884, -1.488], [-2.810, 1.003, -1.557], [3.051, 4.720, 0.006]],
  "spin_multiplicity": 1,
  "total_charge": 0,
  "homo_lumo_gap_ev": 8.567,
  "de_lowest_kcal_mol": 221.27
}

---

no.,total energy (hartree),maximum force (eV/A)
1,-2400.35579,6.02
2,-2934.33131,9.93
3,-767.60949,3.27
4,-1165.45947,7.56